{"formula": "C22H48N3O3Sr", "method": "the ωB97M-V functional and the def2-TZVPD basis", "species": ["Sr", "N", "O", "O", "O", "C", "C", "C", "C", "N", "C", "C", "C", "C", "C", "C", "C", "H", "H", "H", "H", "H", "H", "H", "H", "H", "H", "H", "H", "H", "H", "H", "H", "H", "H", "H", "H", "H", "H", "H", "H", "C", "C", "C", "C", "N", "C", "C", "C", "C", "C", "C", "C", "H", "H", "H", "H", "H", "H", "H", "H", "H", "H", "H", "H", "H", "H", "H", "H", "H", "H", "H", "H", "H", "H", "H", "H"], "coordinates": [[-3.302, -4.173, 2.073], [-0.788, -2.196, 1.623], [-1.642, -1.585, 2.313], [-0.928, -3.464, 1.630], [0.092, -1.661, 0.981], [0.530, -0.230, 6.550], [0.553, 0.045, 5.054], [-0.501, 1.068, 4.605], [-0.360, 1.410, 3.146], [-1.450, 2.295, 2.576], [-2.858, 1.700, 2.792], [-3.507, 1.763, 1.407], [-2.333, 1.442, 0.527], [-1.250, 2.357, 1.068], [-1.485, 3.680, 3.266], [-0.109, 4.340, 3.438], [-0.059, 5.338, 4.621], [1.412, -0.757, 6.905], [-0.343, -0.835, 6.798], [0.467, 0.727, 7.069], [0.497, -0.889, 4.484], [1.510, 0.454, 4.709], [-0.391, 1.967, 5.221], [-1.501, 0.698, 4.848], [-0.454, 0.505, 2.538], [0.604, 1.816, 2.848], [-3.499, 2.193, 3.517], [-2.697, 0.683, 3.139], [-4.017, 2.723, 1.343], [-4.289, 1.021, 1.235], [-2.610, 1.771, -0.483], [-2.009, 0.409, 0.391], [-1.365, 3.410, 0.801], [-0.227, 2.152, 0.757], [-1.897, 3.396, 4.231], [-2.153, 4.343, 2.722], [-0.014, 5.000, 2.570], [0.697, 3.616, 3.496], [-0.482, 4.850, 5.502], [-0.566, 6.259, 4.357], [0.993, 5.506, 4.840], [-1.076, -2.606, -6.322], [0.396, -2.332, -6.655], [1.324, -2.288, -5.461], [0.984, -1.192, -4.433], [1.753, -1.340, -3.158], [3.193, -0.861, -3.361], [3.224, 0.636, -3.310], [1.957, 1.042, -2.526], [1.251, -0.274, -2.183], [1.735, -2.681, -2.493], [0.320, -3.143, -2.213], [0.275, -4.482, -1.421], [-1.438, -1.753, -5.747], [-1.213, -3.533, -5.760], [-1.631, -2.676, -7.255], [0.349, -1.318, -7.074], [0.810, -3.018, -7.391], [2.356, -2.235, -5.815], [1.246, -3.254, -4.947], [-0.067, -1.270, -4.160], [1.110, -0.199, -4.863], [3.702, -1.242, -2.472], [3.616, -1.343, -4.238], [4.107, 1.033, -2.823], [3.130, 1.076, -4.304], [2.313, 1.530, -1.619], [1.255, 1.705, -3.027], [1.487, -0.598, -1.172], [0.170, -0.200, -2.272], [2.292, -2.657, -1.552], [2.350, -3.365, -3.079], [-0.168, -3.447, -3.144], [-0.294, -2.445, -1.650], [0.556, -4.259, -0.390], [1.045, -5.185, -1.742], [-0.694, -4.972, -1.485]], "forces_ev_per_a": [[1.532, 0.792, 0.114], [-0.246, 0.239, 0.119], [-0.393, 0.253, -0.255], [-0.558, -1.308, -0.474], [-0.606, -0.228, 0.578], [-0.176, 0.286, -0.251], [0.580, 0.166, -0.743], [0.031, 0.051, 0.661], [-0.668, -0.909, -0.715], [-0.195, 0.985, 0.575], [-0.216, -0.827, -0.553], [-0.243, -1.452, 1.215], [0.057, 1.879, -2.287], [0.008, 0.572, 0.156], [1.074, -0.852, 0.665], [-0.869, 1.099, -0.544], [0.156, -1.367, -0.135], [0.060, 0.000, -0.111], [-0.036, 0.098, 0.153], [-0.005, -0.144, 0.254], [-0.418, 0.011, 0.002], [0.163, 0.024, 0.457], [0.150, 0.004, -0.017], [-0.036, -0.073, -0.191], [-0.033, -0.112, 0.176], [-0.061, 0.269, 0.351], [0.689, 0.433, 0.275], [-0.045, -0.087, -0.197], [0.512, 0.228, -0.816], [-0.048, -0.016, 0.491], [0.369, -0.048, -0.063], [-0.263, -0.082, 0.777], [-0.532, -0.136, -0.176], [0.027, -0.484, 0.465], [-0.103, 0.510, 0.124], [-0.286, -0.268, -0.031], [0.690, -0.495, -0.299], [0.029, 0.134, 0.000], [-0.157, 0.382, 0.119], [-0.052, 0.093, 0.296], [-0.050, 0.407, 0.008], [0.671, -0.216, -0.050], [-0.657, 0.993, -0.007], [0.130, -0.492, 0.755], [-0.480, -1.224, -0.820], [0.977, 2.030, 0.780], [0.413, -1.196, 0.811], [-1.186, 0.959, -1.018], [0.185, -0.449, 0.651], [-0.216, 0.113, 0.165], [-0.136, -0.317, 0.261], [-0.463, -2.251, -0.505], [1.292, 0.754, 0.517], [-0.406, -0.159, 0.014], [-0.067, 0.028, 0.018], [-0.194, 0.028, 0.119], [0.484, -0.217, -0.436], [-0.137, 0.030, -0.065], [0.015, 0.283, 0.091], [0.025, 0.028, -0.066], [-0.027, -0.075, 0.003], [0.382, 0.103, 0.306], [0.161, -0.126, -0.194], [-0.047, 0.098, -0.044], [0.196, -0.200, -0.167], [0.429, -0.080, -0.015], [-0.479, 0.057, 0.109], [0.360, 0.135, -0.289], [0.091, -0.206, -0.067], [0.009, -0.112, -0.015], [-0.071, 0.735, -0.010], [-0.510, -0.142, -0.375], [-0.119, 0.797, -0.173], [0.157, 0.421, -0.251], [-0.376, -0.208, 0.150], [-0.183, -0.047, -0.384], [-0.055, 0.096, 0.025]], "mulliken_charge": [1.851, 1.037, -0.526, -0.837, -0.426, -1.312, -0.358, -0.243, -1.163, 0.779, -0.655, -0.842, -0.121, -0.705, -1.197, -0.209, -1.366, 0.396, 0.328, 0.336, 0.118, 0.413, 0.217, 0.398, -0.043, 0.710, 0.382, 0.292, 0.372, 0.364, 0.433, 0.004, 0.380, 0.410, 0.475, 0.525, 0.455, 0.275, 0.340, 0.372, 0.381, -1.077, -0.767, -0.211, -0.897, 0.418, -0.654, -0.860, -0.615, -0.688, -1.245, 0.519, -1.450, 0.295, 0.232, 0.406, 0.316, 0.428, 0.311, 0.187, 0.356, 0.516, 0.493, 0.462, 0.446, 0.283, 0.318, 0.405, 0.330, 0.397, 0.610, 0.618, 0.052, 0.026, 0.313, 0.375, 0.311], "charge": 3, "gap_ev": 7.41, "fmax_ev_per_a": 3.0, "lumo_energy_ev": -10.27}